# C46H134O21

21 unconnected molecules or ions with the total composition C46H134O21 (wB97M-V/def2-TZVPD, OMol25).

Values from the calculation:
Lowest unoccupied orbital energy = 0.020 eV
HOMO energy = -9.254 eV
Kohn-Sham gap = 9.273 eV

```
! wB97M-V def2-TZVPD RIJCOSX def2/J DEFGRID3
* xyz 0 1
C -4.698 -0.259 3.691
C -3.292 -0.681 3.472
C -2.193 0.189 4.008
O -3.163 -1.916 4.068
H -4.858 0.603 3.044
H -5.013 -0.007 4.703
H -5.344 -1.087 3.400
H -3.095 -0.856 2.414
H -2.295 1.128 3.464
H -1.220 -0.279 3.863
H -2.224 0.465 5.062
H -3.329 -1.811 5.008
C 3.559 -4.976 -0.191
C 3.426 -3.606 -0.960
C 4.122 -3.602 -2.314
O 2.121 -3.215 -1.086
H 3.009 -5.729 -0.755
H 3.270 -4.904 0.857
H 4.609 -5.269 -0.207
H 3.884 -2.801 -0.384
H 4.245 -2.577 -2.665
H 3.515 -4.172 -3.018
H 5.036 -4.188 -2.399
H 1.741 -3.936 -1.593
C -0.432 4.455 -1.640
C -1.222 3.970 -2.882
C -0.481 2.852 -3.550
O -2.434 3.333 -2.486
H -0.320 3.655 -0.909
H -0.988 5.218 -1.096
H 0.560 4.865 -1.834
H -1.420 4.799 -3.561
H -0.068 2.163 -2.813
H 0.449 3.251 -3.955
H -0.973 2.364 -4.392
H -3.083 3.339 -3.194
C -5.248 3.717 -0.320
C -4.136 3.076 0.524
C -4.047 1.527 0.414
O -2.932 3.610 0.184
H -5.219 4.802 -0.220
H -6.264 3.432 -0.048
H -5.174 3.348 -1.343
H -4.299 3.287 1.580
H -5.042 1.098 0.531
H -3.321 1.176 1.147
H -3.585 1.247 -0.533
H -2.810 3.414 -0.748
C -0.257 -0.931 -1.372
C 0.446 -0.066 -0.308
C -0.526 0.627 0.681
O 1.191 -0.932 0.437
H -0.969 -0.279 -1.878
H -0.772 -1.750 -0.870
H 0.404 -1.372 -2.118
H 1.050 0.686 -0.816
H 0.082 1.049 1.482
H -1.200 -0.126 1.089
H -1.096 1.478 0.309
H 1.460 -1.741 -0.005
C -1.353 6.960 3.247
C -1.161 5.854 2.199
C -1.325 4.379 2.710
O -2.093 6.060 1.175
H -0.935 7.905 2.899
H -0.808 6.660 4.142
H -2.393 7.045 3.559
H -0.158 5.957 1.785
H -1.074 3.660 1.930
H -2.370 4.214 2.972
H -0.786 4.046 3.597
H -2.153 5.230 0.695
C 2.636 -0.500 -4.359
C 2.592 0.594 -3.294
C 3.643 0.471 -2.251
O 2.764 1.837 -3.881
H 3.654 -0.657 -4.716
H 2.045 -0.331 -5.260
H 2.300 -1.436 -3.913
H 1.587 0.614 -2.874
H 4.631 0.598 -2.695
H 3.432 -0.364 -1.584
H 3.523 1.270 -1.519
H 3.593 1.808 -4.364
C 5.917 2.111 1.568
C 6.458 0.783 1.061
C 7.988 0.642 1.186
O 5.862 -0.240 1.746
H 6.170 2.966 0.941
H 6.342 2.278 2.558
H 4.833 2.124 1.674
H 6.039 0.609 0.070
H 8.586 1.391 0.667
H 8.333 -0.302 0.763
H 8.308 0.695 2.226
H 4.974 0.024 1.999
C -4.673 -4.965 -3.945
C -3.628 -4.471 -4.932
O -3.987 -3.264 -5.399
H -4.765 -4.355 -3.046
H -4.313 -5.916 -3.551
H -5.635 -5.225 -4.388
H -3.477 -5.154 -5.769
H -2.610 -4.340 -4.563
H -3.307 -2.957 -6.004
C 1.011 -3.715 2.351
C -0.317 -2.958 2.602
O -1.320 -3.838 3.115
H 1.671 -3.213 1.643
H 0.772 -4.672 1.888
H 1.596 -3.781 3.269
H -0.610 -2.425 1.698
H -0.147 -2.158 3.323
H -2.054 -3.304 3.427
C -1.502 -0.298 -5.712
C -1.068 -1.480 -6.629
O -2.249 -2.224 -7.002
H -0.608 0.136 -5.264
H -2.231 -0.663 -4.989
H -2.037 0.411 -6.345
H -0.440 -2.187 -6.088
H -0.521 -1.117 -7.500
H -2.019 -2.650 -7.831
C 0.620 -5.300 -5.263
C 0.644 -4.319 -4.111
O 0.638 -4.963 -2.861
H 0.682 -4.891 -6.271
H -0.249 -5.948 -5.147
H 1.475 -5.974 -5.214
H -0.253 -3.703 -4.182
H 1.554 -3.731 -4.226
H -0.211 -5.412 -2.844
C -1.767 -5.150 -0.058
C -2.503 -6.284 -0.795
O -1.899 -6.256 -2.081
H -1.890 -4.219 -0.613
H -0.725 -5.453 0.046
H -2.135 -4.993 0.956
H -3.559 -6.016 -0.829
H -2.491 -7.256 -0.303
H -2.407 -6.883 -2.602
C 4.448 -3.071 3.249
C 5.857 -2.639 3.623
O 6.609 -2.767 2.428
H 4.259 -4.144 3.240
H 4.032 -2.619 2.348
H 3.754 -2.730 4.017
H 6.219 -3.361 4.356
H 5.930 -1.622 4.009
H 6.435 -1.996 1.884
C -3.710 3.060 5.067
C -4.265 4.465 5.274
O -5.634 4.495 4.982
H -2.640 2.993 5.260
H -3.959 2.802 4.037
H -4.147 2.275 5.683
H -3.862 5.310 4.715
H -4.187 4.776 6.315
H -5.909 5.394 5.176
C 2.623 3.914 2.359
C 2.406 3.697 0.846
O 3.078 4.749 0.131
H 3.683 4.032 2.583
H 2.283 3.137 3.044
H 2.309 4.894 2.719
H 1.354 3.805 0.585
H 2.753 2.695 0.593
H 3.188 4.502 -0.790
C 3.232 0.209 4.617
C 2.297 -0.144 3.433
O 2.935 0.066 2.160
H 3.997 -0.543 4.807
H 2.616 0.307 5.511
H 3.711 1.181 4.504
H 1.404 0.482 3.442
H 2.025 -1.191 3.570
H 2.349 -0.335 1.514
C -0.419 2.925 7.108
O -0.596 1.623 7.510
H -0.172 3.027 6.051
H -1.327 3.479 7.346
H 0.438 3.326 7.648
H 0.260 1.344 7.843
C 4.660 4.226 -2.682
O 3.245 4.046 -2.556
H 5.168 3.417 -2.157
H 4.831 4.143 -3.756
H 5.008 5.184 -2.295
H 3.027 3.284 -3.096
C -5.117 -0.093 -4.167
O -5.291 -1.354 -3.676
H -5.129 0.526 -3.270
H -4.221 0.072 -4.765
H -5.941 0.182 -4.825
H -5.047 -2.029 -4.314
C -4.179 -2.051 -0.566
O -5.494 -1.724 -0.987
H -4.236 -2.446 0.449
H -3.773 -2.839 -1.201
H -3.483 -1.212 -0.572
H -5.486 -1.704 -1.946
*
```